1.
A 2-piece molecular cluster, HN3 overall at a distorted geometry. Source: OMol25; level of theory: wB97M-V/def2-TZVPD.

**Energy relative to the best compared isomer or geometry (same formula, charge and spin)**: 38.1 kcal/mol
**HOMO energy (alpha / beta)**: -11.2 / -11.2 eV
**E_tot**: -4482.9291 eV
**Orbital gap (alpha / beta)**: 10.179 / 10.098 eV

Structure (ORCA input):
```
! RIJCOSX wB97M-V def2-TZVPD def2/J DEFGRID3
* xyz 0 1
N -0.205 0.936 -0.007
N 2.391 0.051 0.184
N 3.443 0.019 -0.128
H -0.405 -0.072 -0.003
*
```

2.
An isolated molecule of C6H10N2O. Source: OMol25; level of theory: wB97M-V/def2-TZVPD.

**Energy relative to the best compared isomer or geometry (same formula, charge and spin)**: 68.8 kcal/mol
**HOMO energy**: -7.6 eV
**SMILES string**: C=C=C(N)N(C)C(C)=O
**E_tot**: -11409.1062 eV
**Orbital gap**: 8.129 eV

Structure (ORCA input):
```
! RIJCOSX wB97M-V def2-TZVPD def2/J DEFGRID3
* xyz 0 1
O -1.135 1.651 1.072
N 0.462 -0.038 0.608
N 1.795 -0.691 -1.246
C -0.715 1.014 -2.436
C 1.421 -0.019 1.692
C -0.970 0.497 0.710
C 0.690 -0.135 -0.699
C -1.956 -0.606 1.047
C -0.474 0.319 -1.336
H 2.422 0.200 1.312
H -1.962 -0.757 2.131
H 0.063 1.314 -3.139
H 2.352 -1.345 -0.717
H -2.952 -0.278 0.751
H 1.827 -0.768 -2.249
H -1.714 -1.540 0.540
H 1.442 -0.975 2.222
H 1.112 0.763 2.387
H -1.709 1.395 -2.649
*
```

3.
C18H15BF13N2OsS as an isolated structure. Source: OMol25; level of theory: wB97M-V/def2-TZVPD.

**Energy relative to the best compared isomer or geometry (same formula, charge and spin)**: 0.8 kcal/mol
**HOMO energy (alpha / beta)**: -12.0 / -12.2 eV
**E_tot**: -71191.7985 eV
**Orbital gap (alpha / beta)**: 8.887 / 5.947 eV

Structure (ORCA input):
```
! RIJCOSX wB97M-V def2-TZVPD def2/J DEFGRID3
* xyz 1 5
Os -0.096 -0.188 0.189
S 0.445 -1.569 -1.643
F -1.019 1.747 -5.247
F -4.185 -2.681 2.414
F -1.793 -2.022 1.349
F -2.830 1.985 -1.514
F 0.441 -2.506 -6.580
F -4.108 1.249 4.997
F -1.746 1.924 3.925
F -0.504 -0.061 -7.179
F -2.057 0.053 -0.359
F -0.944 2.053 -0.165
F -0.588 1.115 -2.676
F 0.882 -3.180 -4.005
F -3.042 1.892 0.781
N 1.893 0.227 0.828
N -0.476 0.246 2.042
C 0.158 -1.059 -3.258
C -0.336 0.209 -3.612
C 2.222 1.626 0.357
C -3.549 0.428 4.114
C -3.597 -1.553 2.802
C -0.561 0.550 -4.924
C -2.324 0.773 3.578
C 2.973 -0.708 0.374
C -2.379 -1.214 2.265
C 0.578 0.891 2.820
C 1.862 0.254 2.332
C 0.194 -1.642 -5.609
C 2.813 -2.133 0.874
C 2.343 1.793 -1.148
C 0.417 -1.976 -4.293
C -0.295 -0.381 -5.921
C -4.197 -0.730 3.738
C -1.712 -0.053 2.640
B -2.319 1.679 -0.326
H 3.164 -2.266 1.896
H 3.400 -2.794 0.238
H 0.456 0.701 3.885
H 0.561 1.973 2.675
H -5.159 -0.984 4.160
H 2.753 0.772 2.693
H 1.440 2.285 0.734
H 1.773 -2.473 0.822
H 1.433 1.485 -1.662
H 1.886 -0.776 2.678
H 3.198 1.263 -1.563
H 2.485 2.853 -1.355
H 3.158 1.902 0.847
H 2.961 -0.697 -0.712
H 3.926 -0.284 0.704
*
```

4.
An isolated molecule of C3H7NO2S at a distorted geometry. Source: OMol25; level of theory: wB97M-V/def2-TZVPD.

**Energy relative to the best compared isomer or geometry (same formula, charge and spin)**: 24.7 kcal/mol
**HOMO energy**: -9.0 eV
**SMILES string**: N[C@H](CS)C(=O)O
**E_tot**: -19644.5334 eV
**Orbital gap**: 9.445 eV

Structure (ORCA input):
```
! RIJCOSX wB97M-V def2-TZVPD def2/J DEFGRID3
* xyz 0 1
S -2.353 1.039 1.174
O 0.506 -0.243 -2.187
O 1.896 -1.280 -0.673
N 0.287 -0.554 1.383
C 0.930 -0.424 -1.079
C -1.275 0.504 -0.123
C 0.236 0.200 0.107
H 1.184 -0.567 1.861
H -1.298 1.181 -0.981
H -2.091 2.333 1.034
H 0.762 1.153 0.320
H -1.624 -0.431 -0.571
H 2.539 -1.363 -1.409
H 0.301 -1.547 1.145
*
```

5.
An isolated molecule of C23H22N4O4S at a distorted geometry. Source: OMol25; level of theory: wB97M-V/def2-TZVPD.

**Energy relative to the best compared isomer or geometry (same formula, charge and spin)**: 95.4 kcal/mol
**HOMO energy**: -8.0 eV
**SMILES string**: [H]/N=C1/C(=C\c2ccc(OCCOc3ccccc3)c(OC)c2)C(=O)N=C2SC(CC)=NN21
**E_tot**: -49191.7884 eV
**Orbital gap**: 7.387 eV

Structure (ORCA input):
```
! RIJCOSX wB97M-V def2-TZVPD def2/J DEFGRID3
* xyz 0 1
S 5.931 3.190 0.836
O 3.799 -0.894 2.593
O -4.067 -0.951 0.424
O -2.794 -2.576 2.440
O -4.501 -3.154 -1.448
N 4.758 0.981 1.818
N 3.656 2.262 0.183
N 3.806 3.342 -0.605
N 1.637 1.639 -0.795
C -2.033 0.071 0.036
C -2.874 -0.973 -3.846
C 5.496 6.341 -0.132
C -1.538 -1.083 -3.496
C 1.407 -0.406 1.463
C -0.686 0.267 0.219
C 0.012 -0.502 1.155
C -1.175 -1.904 -2.444
C -3.478 -2.474 -2.065
C -2.755 -0.891 0.747
C 3.707 0.088 1.889
C -0.716 -1.456 1.890
C 5.330 5.176 -1.109
C -3.838 -1.660 -3.137
C -4.445 -3.339 -0.053
C -2.134 -2.603 -1.733
C 4.909 3.943 -0.404
C -4.878 -2.074 0.705
C -2.123 -3.369 3.392
C 2.458 0.388 1.103
C 2.501 1.445 0.105
C -2.070 -1.659 1.716
C 4.685 1.977 1.031
H -5.159 -4.136 0.168
H 1.718 -1.129 2.216
H -4.883 -1.582 -3.394
H 6.281 4.988 -1.612
H 4.575 5.413 -1.860
H -0.185 -2.038 2.627
H -0.784 -0.535 -4.040
H 4.555 6.552 0.371
H -3.453 -3.655 0.279
H -1.345 -3.984 2.930
H -4.918 -2.289 1.776
H -0.150 0.989 -0.374
H 1.845 2.418 -1.412
H -2.889 -4.016 3.817
H -1.818 -3.248 -0.926
H -2.579 0.645 -0.696
H -0.136 -2.002 -2.167
H 5.810 7.231 -0.668
H 6.246 6.102 0.618
H -1.684 -2.758 4.186
H -5.868 -1.770 0.353
H -3.168 -0.340 -4.671
*
```

6.
C22H30As2N4O2STi as an isolated structure at a distorted geometry. Source: OMol25; level of theory: wB97M-V/def2-TZVPD.

**HOMO energy (alpha / beta)**: -5.2 / -4.5 eV
**E_tot**: -188980.8886 eV
**Orbital gap (alpha / beta)**: 5.327 / 4.446 eV

Structure (ORCA input):
```
! RIJCOSX wB97M-V def2-TZVPD def2/J DEFGRID3
* xyz 0 1
As 1.967 1.071 1.314
As 1.647 -0.197 -1.703
Ti -0.108 -0.223 0.238
S 0.103 3.144 -1.706
O -0.823 1.339 0.886
O -1.327 0.042 -1.124
N -2.188 3.007 -3.063
N -1.980 1.612 0.253
N -2.302 0.897 -0.801
N -0.508 4.253 -4.005
C -4.049 2.871 0.190
C 4.076 3.230 -2.347
C -0.873 -2.411 0.280
C 3.643 3.090 0.005
C 0.506 -2.553 0.529
C -0.939 3.471 -2.977
C 2.876 1.944 -0.185
C -4.779 3.974 0.586
C 2.711 1.437 -1.478
C -2.897 4.804 1.815
C -1.430 -1.648 1.338
C -4.211 4.951 1.393
C -0.385 -1.349 2.251
C 3.197 -1.402 -1.481
C 1.597 2.630 2.452
C 3.311 2.094 -2.546
C 1.466 -0.339 -3.660
C 3.585 0.461 2.274
C -2.156 3.698 1.447
C 4.251 3.727 -1.063
C -2.727 2.724 0.626
C 0.803 -1.913 1.748
H -2.478 2.263 -2.426
H 2.480 3.004 2.969
H 2.427 -0.379 -4.171
H 4.851 4.614 -0.901
H 0.873 0.498 -4.030
H -2.738 3.182 -3.888
H -4.487 2.103 -0.431
H 3.283 0.110 3.262
H 4.068 -0.357 1.742
H -1.132 3.587 1.767
H 0.350 4.751 -3.848
H 0.914 -1.258 -3.860
H -1.427 -2.872 -0.523
H 1.186 -3.173 -0.036
H -0.500 -0.853 3.203
H 4.076 -1.016 -1.995
H 3.761 3.494 1.005
H -4.788 5.817 1.688
H 2.960 -2.395 -1.866
H -2.445 5.569 2.433
H 1.179 3.410 1.816
H 4.291 1.282 2.386
H 3.154 1.727 -3.554
H 0.842 2.341 3.184
H -2.481 -1.453 1.495
H 3.413 -1.488 -0.416
H -1.182 4.675 -4.623
H -5.807 4.076 0.265
H 1.751 -1.946 2.265
H 4.534 3.730 -3.191
*
```